{
  "formula": "C3H9NS2",
  "method": "ωB97M-V/def2-TZVPD",
  "gap_ev": 9.6,
  "smiles": "C=NC.CSS",
  "charge": 0,
  "e_above_lowest_kcal_mol": 28.5,
  "total_energy_ha": -970.7862,
  "symbols": ["C", "C", "N", "H", "H", "H", "H", "H", "C", "S", "S", "H", "H", "H", "H"],
  "coordinates": [[-0.590, 1.258, -1.710], [1.162, -0.302, -1.855], [0.810, 0.892, -1.500], [-0.987, 1.621, -0.756], [-1.249, 0.469, -2.125], [-0.575, 2.114, -2.411], [2.213, -0.600, -1.879], [0.402, -1.007, -2.268], [0.627, -0.508, 1.514], [0.043, -0.172, 3.171], [-1.548, -1.502, 3.357], [0.954, -1.545, 1.349], [1.464, 0.203, 1.310], [-0.209, -0.276, 0.851], [-2.518, -0.645, 2.953]],
  "mulliken_charge": [-0.66, -0.29, -0.36, 0.23, 0.30, 0.28, 0.29, 0.23, -0.73, -0.07, -0.23, 0.36, 0.30, 0.19, 0.16]
}